Below is a structure of composition C28H67CrF9N6O12S2, with properties calculated with ωB97M-V/def2-TZVPD.

- LUMO level (alpha / beta): -0.2132 / -0.1511 hartree
- Relative energy (zero: lowest compared OMol25 entry of this formula, charge and spin): 316.53 kJ/mol
- Charge: +1
- Orbital gap (alpha / beta): 4.84 / 6.53 eV
- 2S+1: 4
- F_max: 5.105 eV/A
- Energy: -138169.896 eV

Last column: Löwdin spin population.
Atoms and positions in Å:
1 Cr 1.5805 1.5348 -3.6543  3.060
2 C 0.8682 0.6888 -0.4605  -0.009
3 O 0.1578 -0.4404 -0.9406  -0.003
4 O 1.3309 1.3669 -1.5680  -0.080
5 C 0.1058 1.5974 0.6312  0.001
6 F -0.5079 2.5945 -0.0224  0.000
7 F -0.8806 0.9371 1.2796  0.000
8 F 0.8434 2.1878 1.5655  0.000
9 C -0.1053 -1.5309 -0.0325  0.001
10 C -0.7632 -2.5463 -0.9670  0.000
11 H -1.7404 -2.1564 -1.2557  0.000
12 H -0.2394 -2.7589 -1.8958  0.000
13 H -0.9016 -3.4146 -0.3200  0.000
14 H -0.7756 -1.3612 0.8100  0.000
15 H 0.8727 -1.8559 0.3340  0.000
16 H 1.7940 0.3235 0.0019  -0.003
17 C 0.8919 4.7192 -6.5076  0.001
18 F -0.3243 5.0154 -6.1383  0.000
19 F 1.0200 3.6530 -7.2580  0.000
20 F 1.3862 5.8101 -7.0879  0.000
21 S 2.0074 4.4468 -4.9899  0.006
22 O 3.1253 3.5997 -5.3836  0.004
23 O 2.4602 5.7284 -4.5251  0.004
24 N 1.0699 3.4123 -3.8802  0.020
25 S 0.2165 4.5158 -2.9255  0.008
26 O -0.1492 5.7573 -3.5433  -0.003
27 O -0.8515 3.7792 -2.3361  0.001
28 C 1.4618 4.9804 -1.5622  0.003
29 F 2.4993 4.1510 -1.6172  0.000
30 F 1.8689 6.2209 -1.7443  0.001
31 F 0.9023 4.8207 -0.3701  0.001
32 C 3.9056 3.3058 2.0926  0.000
33 C 3.9680 1.8722 1.5787  0.000
34 O 5.2975 1.4227 1.4581  0.000
35 H 4.2934 3.4656 3.0997  0.000
36 H 2.9822 3.8778 2.0070  0.000
37 H 4.5993 3.9021 1.4876  0.000
38 H 3.5018 1.7350 0.5938  0.000
39 H 3.4646 1.1137 2.1822  0.000
40 H 5.9078 2.1540 1.3312  0.000
41 C -1.4779 1.5133 -5.5842  0.002
42 C -1.7136 0.9883 -4.1488  0.003
43 C -2.6976 -0.1949 -4.0422  -0.001
44 O -2.2888 -1.2516 -4.8734  0.000
45 C -2.8962 -2.4886 -4.5567  0.000
46 N -0.3235 0.4895 -3.7479  -0.022
47 H -1.2199 0.8276 -6.3926  0.000
48 H -0.8592 2.4075 -5.5548  0.001
49 H -2.4850 1.7777 -5.9248  0.000
50 H -2.1002 1.7445 -3.4675  0.000
51 H -3.6411 0.1328 -4.4936  0.000
52 H -2.8860 -0.4412 -2.9930  0.000
53 H -3.9463 -2.5055 -4.2573  0.000
54 H -2.4042 -3.0234 -3.7353  0.000
55 H -2.7671 -3.1961 -5.3752  0.000
56 H -0.2386 -0.0794 -4.5960  0.003
57 H -0.6052 -0.2694 -3.1244  0.000
58 C -3.5333 -0.4120 7.3782  0.000
59 C -2.3536 0.0389 6.5748  0.000
60 C -2.5553 0.1420 5.0616  0.000
61 O -2.9222 -1.1168 4.4872  0.000
62 C -3.1038 -0.9733 3.0738  0.000
63 N -2.0089 1.4231 6.9982  0.000
64 H -3.2097 -0.4672 8.4167  0.000
65 H -3.8800 -1.3692 6.9783  0.000
66 H -4.4613 0.1506 7.2644  0.000
67 H -1.4558 -0.5787 6.6689  0.000
68 H -1.6375 0.4144 4.5270  0.000
69 H -3.2481 0.9544 4.8140  0.000
70 H -2.4517 -0.2098 2.6435  0.000
71 H -4.1312 -0.6007 3.0414  0.000
72 H -2.9722 -1.9591 2.6331  0.000
73 H -1.0637 1.6034 6.6746  0.000
74 H -1.9470 1.4650 8.0092  0.000
75 C 5.6235 1.0000 -2.1562  -0.001
76 C 4.5420 0.7041 -3.1715  0.000
77 C 3.6344 -0.4350 -2.7204  0.001
78 O 2.3331 -0.4602 -3.3831  0.011
79 C 1.8646 -1.7964 -3.6868  0.001
80 N 3.6954 1.9164 -3.3359  -0.009
81 H 6.4089 1.5769 -2.6492  0.000
82 H 6.0922 0.1719 -1.6276  0.000
83 H 5.2087 1.6874 -1.4154  0.000
84 H 4.9620 0.4923 -4.1561  0.000
85 H 3.4829 -0.3819 -1.6409  0.000
86 H 4.1987 -1.3534 -2.8913  0.000
87 H 0.7901 -1.9744 -3.7893  0.000
88 H 2.0823 -2.5796 -2.9629  0.000
89 H 2.1987 -1.9182 -4.7171  0.000
90 H 4.2588 2.2869 -4.1060  0.002
91 H 4.0263 2.6318 -2.6887  0.002
92 C 2.1081 0.9828 5.2356  0.000
93 C 2.7439 -0.3951 5.1319  0.000
94 C 2.1460 -1.2541 4.0195  0.000
95 O 0.7985 -1.5316 4.3144  0.000
96 C 0.2303 -2.6625 3.6493  0.000
97 N 4.1622 -0.1258 4.8153  0.000
98 H 2.6796 1.5993 5.9257  0.000
99 H 1.0689 0.9884 5.5807  0.000
100 H 2.0129 1.3736 4.2190  0.000
101 H 2.8179 -0.8679 6.1121  0.000
102 H 2.6754 -2.2102 3.9566  0.000
103 H 2.3297 -0.7247 3.0749  0.000
104 H 0.4575 -2.4561 2.5997  0.000
105 H -0.8407 -2.7158 3.8305  0.000
106 H 0.7099 -3.5695 4.0230  0.000
107 H 4.2796 0.3328 3.9206  0.000
108 H 4.5467 0.4748 5.5301  0.000
109 C -3.3689 -5.1302 -0.9969  0.000
110 C -3.7519 -4.9849 0.4496  0.000
111 C -5.0550 -4.2003 0.7825  0.000
112 O -4.7928 -2.8340 0.4385  0.000
113 C -5.8311 -1.9704 0.8487  0.000
114 N -3.8287 -6.3341 1.0326  0.000
115 H -4.1379 -5.5923 -1.6202  0.000
116 H -2.4301 -5.6833 -1.0283  0.000
117 H -3.2746 -4.2070 -1.5747  0.000
118 H -3.0283 -4.4117 1.0404  0.000
119 H -5.2480 -4.2864 1.8565  0.000
120 H -5.9560 -4.6023 0.3110  0.000
121 H -6.8212 -2.2151 0.4570  0.000
122 H -5.4894 -1.0508 0.3685  0.000
123 H -5.9020 -1.7785 1.9217  0.000
124 H -4.1457 -6.2963 1.9931  0.000
125 H -2.9262 -6.7908 1.0359  0.000